(1)
A 10-piece molecular cluster, C45H104F9N8O7PS overall at a distorted geometry. Source: the OMol25 dataset; level of theory: ωB97M-V/def2-TZVPD.

Output
Charge: +6
HOMO energy: -0.4691 Eh
LUMO energy: -10.0 eV
HOMO-LUMO gap: 2.75 eV
Multiplicity: 1
Calculated total energy: -4377.82558 hartree

Positions of all 175 atoms, in Å:
C (-5.788, -9.419, -5.359)
C (-5.353, -9.769, -3.947)
O (-4.983, -10.880, -3.510)
N (-5.539, -8.619, -3.049)
H (-6.344, -8.102, -3.372)
H (-5.641, -9.047, -2.140)
C (-4.311, -7.765, -2.899)
H (-5.183, -8.631, -5.806)
H (-6.767, -8.948, -5.445)
H (-5.785, -10.266, -6.046)
H (-3.323, -8.194, -2.733)
H (-4.700, -7.185, -2.063)
H (-4.223, -7.060, -3.726)
C (-5.496, -3.850, 6.684)
C (-7.056, -3.913, 6.613)
O (-7.822, -3.301, 7.354)
N (-7.701, -4.823, 5.557)
H (-7.036, -5.569, 5.414)
H (-8.525, -5.203, 6.000)
C (-7.953, -4.089, 4.256)
H (-4.906, -4.727, 6.950)
H (-5.244, -3.072, 7.404)
H (-5.129, -3.594, 5.689)
H (-8.780, -4.675, 3.853)
H (-7.035, -4.019, 3.673)
H (-8.392, -3.126, 4.516)
C (-5.544, -1.299, -9.768)
C (-4.928, 0.034, -9.217)
O (-3.888, 0.632, -9.766)
N (-5.444, 0.512, -7.833)
H (-5.250, 1.500, -7.750)
H (-6.452, 0.558, -7.822)
C (-4.901, -0.396, -6.669)
H (-6.631, -1.348, -9.815)
H (-5.073, -2.162, -9.296)
H (-5.175, -1.317, -10.794)
H (-5.253, -0.010, -5.712)
H (-3.830, -0.217, -6.765)
H (-5.125, -1.444, -6.867)
C (7.540, -0.299, 3.050)
C (8.590, -0.849, 2.108)
O (8.822, -2.063, 1.991)
N (9.223, 0.026, 1.082)
H (9.191, -0.565, 0.264)
H (8.662, 0.859, 0.973)
C (10.725, 0.354, 1.446)
H (7.671, 0.783, 3.057)
H (7.884, -0.754, 3.979)
H (6.502, -0.619, 2.963)
H (10.855, 1.191, 2.131)
H (11.251, 0.560, 0.514)
H (11.195, -0.582, 1.748)
C (-5.977, 3.117, 6.036)
C (-6.284, 3.374, 7.540)
C (-7.535, 4.121, 7.832)
N (-7.737, 4.739, 9.304)
C (-8.158, 3.544, 10.195)
C (-8.895, 5.781, 9.303)
C (-8.370, 7.184, 9.539)
C (-7.201, 6.846, 10.444)
C (-6.545, 5.570, 9.888)
H (-5.229, 2.324, 6.052)
H (-5.610, 3.968, 5.462)
H (-6.888, 2.698, 5.609)
H (-5.359, 3.667, 8.036)
H (-6.646, 2.396, 7.857)
H (-8.504, 3.631, 7.736)
H (-7.624, 5.033, 7.243)
H (-7.382, 2.801, 10.011)
H (-9.166, 3.135, 10.123)
H (-8.131, 3.834, 11.245)
H (-9.577, 5.475, 10.096)
H (-9.604, 5.813, 8.476)
H (-9.122, 7.759, 10.079)
H (-8.027, 7.493, 8.552)
H (-7.389, 6.771, 11.515)
H (-6.354, 7.527, 10.520)
H (-5.899, 4.973, 10.531)
H (-6.014, 5.846, 8.977)
C (-2.117, 10.215, 4.186)
C (-0.592, 10.074, 3.915)
C (-0.347, 9.640, 2.490)
N (1.021, 8.902, 2.185)
C (2.174, 9.648, 2.885)
C (1.001, 7.436, 2.715)
C (1.811, 6.611, 1.729)
C (1.455, 7.245, 0.401)
C (1.192, 8.722, 0.665)
H (-2.583, 11.033, 3.637)
H (-2.025, 10.554, 5.218)
H (-2.631, 9.255, 4.127)
H (-0.186, 9.331, 4.601)
H (-0.247, 11.068, 4.197)
H (-0.400, 10.482, 1.800)
H (-1.096, 8.931, 2.138)
H (1.930, 9.769, 3.941)
H (2.260, 10.549, 2.278)
H (3.066, 9.066, 2.657)
H (1.259, 7.412, 3.773)
H (-0.053, 7.163, 2.657)
H (2.889, 6.769, 1.750)
H (1.476, 5.576, 1.802)
H (2.303, 7.196, -0.282)
H (0.533, 6.781, 0.051)
H (2.064, 9.370, 0.573)
H (0.407, 9.333, 0.219)
C (2.866, 4.342, -11.842)
C (3.380, 4.069, -10.456)
C (3.664, 2.567, -10.237)
N (4.485, 2.345, -8.946)
C (5.900, 2.835, -9.019)
C (4.482, 0.810, -8.555)
C (4.195, 0.573, -7.105)
C (4.321, 1.937, -6.605)
C (3.749, 2.788, -7.664)
H (2.617, 5.356, -12.156)
H (1.892, 3.854, -11.872)
H (3.548, 4.036, -12.635)
H (2.735, 4.589, -9.748)
H (4.253, 4.708, -10.591)
H (4.161, 2.022, -11.040)
H (2.689, 2.080, -10.237)
H (5.792, 3.853, -9.393)
H (6.527, 2.336, -9.758)
H (6.392, 2.709, -8.055)
H (5.458, 0.376, -8.773)
H (3.837, 0.289, -9.263)
H (4.834, -0.221, -6.719)
H (3.215, 0.167, -6.857)
H (5.346, 2.225, -6.371)
H (3.930, 2.137, -5.608)
H (3.880, 3.859, -7.510)
H (2.665, 2.717, -7.756)
C (9.511, -10.943, -3.800)
C (8.048, -11.212, -3.561)
C (7.129, -9.936, -3.345)
N (5.658, -10.127, -2.785)
C (4.985, -10.889, -3.969)
C (5.016, -8.776, -2.586)
C (5.564, -8.447, -1.164)
C (5.662, -9.723, -0.279)
C (5.655, -10.847, -1.404)
H (9.590, -10.119, -4.510)
H (10.111, -11.742, -4.237)
H (9.785, -10.594, -2.805)
H (8.011, -11.849, -2.677)
H (7.737, -11.809, -4.418)
H (7.155, -9.233, -4.178)
H (7.698, -9.440, -2.558)
H (3.898, -10.906, -3.891)
H (5.339, -11.916, -3.881)
H (5.335, -10.485, -4.919)
H (3.949, -8.992, -2.636)
H (5.266, -8.233, -3.498)
H (4.921, -7.709, -0.685)
H (6.476, -7.859, -1.266)
H (4.825, -9.928, 0.389)
H (6.538, -9.838, 0.360)
H (4.680, -11.333, -1.448)
H (6.475, -11.557, -1.305)
C (1.661, 2.434, 8.258)
F (2.558, 2.969, 7.415)
F (0.752, 1.620, 7.704)
F (2.280, 1.685, 9.239)
S (0.792, 3.914, 9.253)
O (0.329, 4.847, 8.231)
O (-0.252, 3.135, 9.957)
O (1.698, 4.524, 10.266)
P (-0.361, -1.817, -0.044)
F (-0.444, -2.094, -1.637)
F (1.283, -1.776, -0.014)
F (-0.390, -0.213, -0.281)
F (-0.269, -1.677, 1.640)
F (-1.985, -1.850, -0.005)
F (-0.429, -3.405, 0.236)

Forces on atoms 1 to 3 (eV/Å):
C 0.3 -0.1 -0.4
C 0.4 -5.2 -1.1
O -1.4 5.2 -1.4

---

(2)
A 14-piece molecular cluster, C45H107N11O17 overall at a distorted geometry. Source: the OMol25 dataset; level of theory: ωB97M-V/def2-TZVPD.

Output
HOMO energy: -0.3109 Eh
LUMO energy: 0.1 eV
HOMO-LUMO gap: 8.53 eV
Multiplicity: 1
Calculated total energy: -3660.02072 hartree

Positions of all 180 atoms, in Å:
C (-5.838, -16.663, -1.007)
O (-6.648, -15.386, -0.894)
C (-7.839, -15.544, -0.069)
C (-7.648, -15.115, 1.322)
O (-6.571, -15.720, 2.021)
C (-6.651, -17.090, 2.291)
H (-6.274, -17.570, -1.426)
H (-5.377, -17.003, -0.080)
H (-5.107, -16.326, -1.743)
H (-8.196, -16.574, -0.077)
H (-8.676, -14.977, -0.476)
H (-8.585, -14.982, 1.863)
H (-7.297, -14.111, 1.080)
H (-7.289, -17.725, 1.676)
H (-7.187, -17.176, 3.236)
H (-5.593, -17.310, 2.434)
C (-2.222, -23.369, 3.094)
O (-3.542, -22.963, 2.731)
C (-4.615, -23.410, 3.601)
C (-6.036, -22.840, 3.100)
O (-5.987, -21.461, 2.995)
C (-7.104, -20.975, 2.305)
H (-2.005, -23.123, 4.133)
H (-1.476, -22.874, 2.473)
H (-2.079, -24.414, 2.821)
H (-4.321, -22.907, 4.522)
H (-4.625, -24.491, 3.740)
H (-6.883, -23.109, 3.731)
H (-6.355, -23.313, 2.171)
H (-7.208, -21.534, 1.375)
H (-6.908, -19.980, 1.906)
H (-7.964, -20.911, 2.972)
C (-9.189, -23.504, -4.317)
O (-9.575, -23.692, -2.983)
C (-8.468, -23.824, -2.004)
C (-7.873, -22.355, -1.926)
O (-8.802, -21.366, -1.778)
C (-8.303, -20.050, -1.936)
H (-8.528, -24.206, -4.825)
H (-8.690, -22.536, -4.280)
H (-10.048, -23.274, -4.948)
H (-7.739, -24.569, -2.321)
H (-8.939, -24.057, -1.049)
H (-7.360, -22.054, -2.839)
H (-7.185, -22.295, -1.082)
H (-7.393, -19.925, -1.349)
H (-9.068, -19.389, -1.529)
H (-7.993, -19.731, -2.931)
C (-15.677, -18.389, 1.432)
C (-14.283, -17.870, 1.169)
O (-13.975, -16.694, 1.329)
N (-13.324, -18.705, 0.722)
C (-11.888, -18.303, 0.507)
H (-15.634, -19.282, 2.056)
H (-16.275, -18.651, 0.559)
H (-16.403, -17.879, 2.066)
H (-13.666, -19.629, 0.500)
H (-11.712, -18.596, -0.528)
H (-11.356, -19.035, 1.115)
H (-11.621, -17.272, 0.740)
C (-9.903, -27.919, -8.646)
C (-9.158, -26.638, -8.477)
O (-9.772, -25.571, -8.583)
N (-7.941, -26.653, -7.973)
C (-7.369, -25.458, -7.413)
H (-9.898, -28.356, -7.647)
H (-9.274, -28.453, -9.359)
H (-10.924, -27.861, -9.022)
H (-7.464, -27.527, -7.803)
H (-8.125, -24.861, -6.903)
H (-7.125, -24.822, -8.264)
H (-6.602, -25.754, -6.698)
C (-12.229, -20.887, -2.337)
C (-12.457, -21.673, -1.081)
O (-13.508, -21.442, -0.474)
N (-11.500, -22.481, -0.634)
C (-11.602, -23.173, 0.627)
H (-11.650, -21.440, -3.076)
H (-11.779, -19.912, -2.150)
H (-13.161, -20.577, -2.810)
H (-10.663, -22.545, -1.196)
H (-12.641, -23.402, 0.865)
H (-11.130, -22.389, 1.219)
H (-10.955, -24.045, 0.723)
C (-11.581, -21.199, -7.997)
C (-10.839, -19.951, -8.029)
O (-10.721, -19.185, -9.025)
N (-10.081, -19.548, -7.031)
C (-10.110, -19.841, -5.590)
H (-12.372, -21.055, -8.733)
H (-12.218, -21.283, -7.116)
H (-11.087, -22.157, -8.162)
H (-9.476, -18.776, -7.272)
H (-9.815, -20.874, -5.402)
H (-11.091, -19.587, -5.188)
H (-9.422, -19.166, -5.081)
C (-11.760, -28.707, -4.446)
C (-10.306, -28.412, -4.059)
O (-9.894, -28.875, -2.980)
N (-9.491, -27.654, -4.779)
C (-8.098, -27.376, -4.488)
H (-12.370, -28.206, -3.695)
H (-12.099, -29.740, -4.363)
H (-12.057, -28.216, -5.372)
H (-9.883, -27.369, -5.665)
H (-7.510, -28.287, -4.603)
H (-7.929, -27.118, -3.442)
H (-7.691, -26.812, -5.327)
C (-11.458, -25.896, -1.956)
C (-11.735, -26.777, -0.738)
O (-12.432, -26.313, 0.193)
N (-11.310, -28.016, -0.759)
C (-11.438, -28.972, 0.339)
H (-11.870, -26.338, -2.864)
H (-10.380, -25.752, -2.022)
H (-11.752, -24.855, -1.828)
H (-10.829, -28.378, -1.570)
H (-10.522, -29.540, 0.501)
H (-12.219, -29.659, 0.013)
H (-11.661, -28.432, 1.259)
C (-8.926, -16.384, -3.316)
C (-10.316, -16.524, -2.984)
O (-10.885, -17.599, -3.033)
N (-11.030, -15.413, -2.866)
C (-12.474, -15.360, -2.526)
H (-8.542, -15.600, -2.663)
H (-8.726, -16.076, -4.342)
H (-8.487, -17.346, -3.053)
H (-10.667, -14.672, -3.449)
H (-12.766, -16.221, -1.925)
H (-13.023, -15.241, -3.461)
H (-12.603, -14.399, -2.029)
C (-3.988, -25.784, -5.525)
C (-4.676, -25.048, -4.404)
O (-5.894, -24.951, -4.466)
N (-4.055, -24.860, -3.278)
C (-4.624, -24.590, -1.995)
H (-3.670, -25.132, -6.339)
H (-4.574, -26.571, -5.999)
H (-3.087, -26.234, -5.108)
H (-3.056, -25.004, -3.331)
H (-4.360, -25.384, -1.296)
H (-5.661, -24.255, -1.974)
H (-3.998, -23.749, -1.698)
C (-3.189, -21.626, -5.913)
C (-4.595, -21.259, -5.826)
O (-5.498, -21.983, -6.295)
N (-4.799, -20.026, -5.230)
C (-6.107, -19.390, -5.334)
H (-2.864, -21.392, -6.927)
H (-2.975, -22.693, -5.860)
H (-2.525, -21.100, -5.226)
H (-3.996, -19.511, -4.899)
H (-6.058, -18.719, -6.192)
H (-6.434, -18.843, -4.450)
H (-6.873, -20.157, -5.447)
C (-15.005, -24.613, -5.755)
C (-13.839, -23.843, -5.112)
O (-14.084, -22.780, -4.574)
N (-12.579, -24.345, -5.038)
C (-12.129, -25.558, -5.734)
H (-14.756, -24.742, -6.808)
H (-15.765, -23.850, -5.920)
H (-15.415, -25.412, -5.138)
H (-12.000, -23.984, -4.293)
H (-12.511, -26.366, -5.110)
H (-11.049, -25.530, -5.876)
H (-12.632, -25.507, -6.700)
C (-6.278, -28.394, 0.717)
C (-6.800, -26.996, 0.639)
O (-6.445, -26.207, -0.270)
N (-7.662, -26.764, 1.658)
C (-8.302, -25.553, 1.909)
H (-6.017, -28.723, 1.723)
H (-5.339, -28.385, 0.163)
H (-6.919, -29.170, 0.298)
H (-7.856, -27.497, 2.326)
H (-9.332, -25.871, 2.072)
H (-8.041, -24.842, 1.125)
H (-7.874, -25.071, 2.788)

Forces on atoms 1 to 3 (eV/Å):
C -0.1 2.1 -0.4
O -0.4 -2.7 0.7
C -0.1 -1.7 -1.2